DFT (ωB97M-V/def2-TZVPD) results for a 12-piece molecular cluster, C35H60Cl8O24 overall at a distorted geometry.

Results
* HOMO level: -10.5332 eV
* E_LUMO: -0.24 eV
* maximum force: 4.630 eV Å⁻¹
* energy: -6856.85005 hartree
* SMILES: CCOC(=O)OC.CCOC(=O)OC.CCOC(=O)OC.O=C1OCCO1.O=C1OCCO1.O=C1OCCO1.O=C1OCCO1.O=C1OCCO1.ClCCCl.ClCCCl.ClCCCl.ClCCCl
* net charge: 0

Bonds (Å) are listed after each position.
CARTESIAN COORDINATES (ANGSTROEM)
1 Cl -3.3870 -0.9210 10.0419  C2 1.765
2 C -4.3579 -0.7796 8.5743  Cl1 1.765, C3 1.552, H5 1.090, H6 1.090
3 C -5.2686 0.4754 8.6460  C2 1.552, Cl4 1.759, H7 1.090, H8 1.090
4 Cl -4.3958 1.9940 8.8124  C3 1.759
5 H -4.9336 -1.7007 8.4835  C2 1.090
6 H -3.5911 -0.6320 7.8137  C2 1.090
7 H -5.9962 0.4210 9.4558  C3 1.090
8 H -5.7930 0.6322 7.7034  C3 1.090
9 Cl 2.7883 -7.4882 6.4745  C10 1.811
10 C 1.5359 -7.8147 5.2075  Cl9 1.811, C11 1.550, H13 1.090, H14 1.090
11 C 0.8394 -6.5263 4.7001  C10 1.550, Cl12 1.792, H15 1.090, H16 1.090
12 Cl -0.3032 -5.8210 5.8873  C11 1.792
13 H 0.9048 -8.5485 5.7088  C10 1.090
14 H 2.1508 -8.2654 4.4284  C10 1.090
15 H 0.1172 -6.7752 3.9225  C11 1.090
16 H 1.4947 -5.7571 4.2915  C11 1.090
17 Cl 1.2297 1.1327 6.0179  C18 1.796
18 C 2.4687 0.7562 7.2632  Cl17 1.796, C19 1.513, H21 1.090, H22 1.090
19 C 2.2885 1.5149 8.5599  C18 1.513, Cl20 1.733, H23 1.090, H24 1.090
20 Cl 2.3213 3.2119 8.2082  C19 1.733
21 H 3.4265 0.7905 6.7441  C18 1.090
22 H 2.3433 -0.3059 7.4734  C18 1.090
23 H 2.9944 1.2906 9.3596  C19 1.090
24 H 1.2889 1.2998 8.9376  C19 1.090
25 Cl -4.7099 9.5669 2.3336  C26 1.785
26 C -4.3966 9.0297 4.0064  Cl25 1.785, C27 1.580, H29 1.090, H30 1.090
27 C -4.4391 7.4535 4.1102  C26 1.580, Cl28 1.791, H31 1.090, H32 1.090
28 Cl -3.1929 6.6131 3.1358  C27 1.791
29 H -5.0843 9.6130 4.6187  C26 1.090
30 H -3.3935 9.3964 4.2241  C26 1.090
31 H -5.3960 7.1272 3.7026  C27 1.090
32 H -4.4788 7.0234 5.1110  C27 1.090
33 C -2.9108 -0.2280 0.9609  C34 1.467, O38 1.461, H39 1.090, H40 1.090
34 C -3.2851 -1.6280 1.1913  C33 1.467, O35 1.391, H41 1.090, H42 1.090
35 O -2.1259 -2.3427 0.9093  C34 1.391, C36 1.322
36 C -1.2658 -1.5708 0.2673  O35 1.322, O37 1.235, O38 1.323
37 O -0.2108 -1.9750 -0.2311  C36 1.235
38 O -1.7211 -0.3369 0.1204  C33 1.461, C36 1.323
39 H -2.6374 0.3165 1.8647  C33 1.090
40 H -3.6548 0.4017 0.4730  C33 1.090
41 H -4.0086 -1.9278 0.4331  C34 1.090
42 H -3.6188 -1.9065 2.1910  C34 1.090
43 C 3.0719 3.9932 -0.4639  C44 1.517, O48 1.397, H49 1.090, H50 1.090
44 C 2.1688 4.2662 -1.6519  C43 1.517, O45 1.387, H51 1.090, H52 1.090
45 O 2.7300 3.5393 -2.6907  C44 1.387, C46 1.333
46 C 3.9953 3.2517 -2.3840  O45 1.333, O47 1.221, O48 1.339
47 O 4.7898 2.6940 -3.1249  C46 1.221
48 O 4.2309 3.5397 -1.0981  C43 1.397, C46 1.339
49 H 2.6097 3.2145 0.1428  C43 1.090
50 H 3.1999 4.8992 0.1285  C43 1.090
51 H 2.0748 5.3285 -1.8772  C44 1.090
52 H 1.1917 3.8433 -1.4185  C44 1.090
53 C -4.7829 0.7940 -6.4621  C54 1.521, O58 1.375, H59 1.090, H60 1.090
54 C -5.0381 -0.3465 -7.4358  C53 1.521, O55 1.385, H61 1.090, H62 1.090
55 O -5.5763 -1.3577 -6.6575  C54 1.385, C56 1.309
56 C -5.9939 -0.8007 -5.5495  O55 1.309, O57 1.216, O58 1.333
57 O -6.4550 -1.4259 -4.6145  C56 1.216
58 O -5.6901 0.4945 -5.4731  C53 1.375, C56 1.333
59 H -4.9946 1.7731 -6.8919  C53 1.090
60 H -3.8001 0.6832 -6.0039  C53 1.090
61 H -4.1540 -0.6759 -7.9816  C54 1.090
62 H -5.8049 -0.0972 -8.1693  C54 1.090
63 C -10.7701 -0.4764 0.8596  C64 1.516, O68 1.379, H69 1.090, H70 1.090
64 C -9.7912 0.6106 1.2582  C63 1.516, O65 1.385, H71 1.090, H72 1.090
65 O -9.1015 0.1468 2.3656  C64 1.385, C66 1.266
66 C -9.3738 -1.0716 2.5766  O65 1.266, O67 1.206, O68 1.357
67 O -8.8873 -1.7813 3.4211  C66 1.206
68 O -10.3954 -1.4455 1.7658  C63 1.379, C66 1.357
69 H -10.7292 -0.9148 -0.1375  C63 1.090
70 H -11.7660 -0.0870 1.0706  C63 1.090
71 H -10.2774 1.5244 1.5999  C64 1.090
72 H -8.9951 0.7812 0.5334  C64 1.090
73 C 2.5738 -1.9678 -6.1267  C74 1.523, O78 1.389, H79 1.090, H80 1.090
74 C 1.0930 -1.6427 -6.2747  C73 1.523, O75 1.393, H81 1.090, H82 1.090
75 O 0.8727 -0.8612 -7.4071  C74 1.393, C76 1.348
76 C 2.0380 -0.8657 -8.0844  O75 1.348, O77 1.201, O78 1.371
77 O 2.2304 -0.3426 -9.1487  C76 1.201
78 O 2.9987 -1.5447 -7.3800  C73 1.389, C76 1.371
79 H 2.7027 -3.0495 -6.0889  C73 1.090
80 H 3.1163 -1.5517 -5.2778  C73 1.090
81 H 0.8388 -0.9173 -5.5019  C74 1.090
82 H 0.5421 -2.5700 -6.1174  C74 1.090
83 C 8.0720 -4.4711 -5.2993  C84 1.500, H90 1.090, H91 1.090, H92 1.090
84 C 8.5668 -4.8339 -3.9307  C83 1.500, O85 1.410, H93 1.090, H94 1.090
85 O 7.5285 -4.8176 -2.9767  C84 1.410, C86 1.423
86 C 6.5787 -5.8741 -3.0589  O85 1.423, O87 1.229, O88 1.317
87 O 6.5826 -6.7198 -3.9511  C86 1.229
88 O 5.8536 -5.8361 -1.9605  C86 1.317, C89 1.403
89 C 4.8549 -6.7925 -1.7255  O88 1.403, H95 1.090, H96 1.090, H97 1.090
90 H 8.9053 -4.2377 -5.9621  C83 1.090
91 H 7.4947 -3.5475 -5.2569  C83 1.090
92 H 7.3828 -5.1921 -5.7389  C83 1.090
93 H 9.4735 -4.2951 -3.6557  C84 1.090
94 H 8.9070 -5.8695 -3.9338  C84 1.090
95 H 4.8167 -7.2770 -0.7498  C89 1.090
96 H 4.8007 -7.5453 -2.5119  C89 1.090
97 H 3.8753 -6.3200 -1.7975  C89 1.090
98 C 9.2864 -4.2477 6.7270  C99 1.475, H105 1.090, H106 1.090, H107 1.090
99 C 7.8714 -4.2032 6.3147  C98 1.475, O100 1.462, H108 1.090, H109 1.090
100 O 7.9342 -3.2045 5.2484  C99 1.462, C101 1.291
101 C 6.8529 -2.8462 4.6400  O100 1.291, O102 1.187, O103 1.316
102 O 5.7648 -3.2131 4.9420  C101 1.187
103 O 7.1721 -2.0862 3.6145  C101 1.316, C104 1.381
104 C 6.3559 -1.8816 2.5200  O103 1.381, H110 1.090, H111 1.090, H112 1.090
105 H 9.9989 -4.1921 5.9040  C98 1.090
106 H 9.4946 -5.1114 7.3585  C98 1.090
107 H 9.5520 -3.4396 7.4085  C98 1.090
108 H 7.1339 -3.8994 7.0576  C99 1.090
109 H 7.6020 -5.1746 5.9000  C99 1.090
110 H 6.7955 -1.4263 1.6326  C104 1.090
111 H 5.5595 -1.2313 2.8818  C104 1.090
112 H 5.8134 -2.7641 2.1809  C104 1.090
113 C -2.2769 6.6707 -9.2573  C114 1.514, H120 1.090, H121 1.090, H122 1.090
114 C -2.7300 7.7866 -8.3407  C113 1.514, O115 1.383, H123 1.090, H124 1.090
115 O -3.5158 7.2401 -7.3419  C114 1.383, C116 1.340
116 C -2.9803 7.1730 -6.1149  O115 1.340, O117 1.266, O118 1.331
117 O -1.7630 7.3628 -5.8229  C116 1.266
118 O -3.9857 6.9167 -5.2815  C116 1.331, C119 1.407
119 C -3.6536 6.7845 -3.9211  O118 1.407, H125 1.090, H126 1.090, H127 1.090
120 H -3.0686 6.1798 -9.8233  C113 1.090
121 H -1.7112 5.9399 -8.6794  C113 1.090
122 H -1.6196 7.0692 -10.0302  C113 1.090
123 H -3.3399 8.4728 -8.9282  C114 1.090
124 H -1.8700 8.3719 -8.0151  C114 1.090
125 H -4.4901 6.5666 -3.2571  C119 1.090
126 H -3.2034 7.7065 -3.5532  C119 1.090
127 H -3.0013 5.9170 -3.8207  C119 1.090

Atomic partial charges in e from the Löwdin method, atoms 1 to 99: 0.53 -0.65 -0.68 0.54 0.07 0.06 0.07 0.06 0.49 -0.61 -0.64 0.51 0.06 0.06 0.05 0.07 0.51 -0.66 -0.69 0.56 0.07 0.07 0.08 0.07 0.52 -0.63 -0.64 0.51 0.06 0.06 0.05 0.07 -0.10 -0.15 0.09 -0.58 0.11 0.08 0.13 0.14 0.14 0.15 -0.13 -0.15 0.08 -0.55 0.13 0.08 0.13 0.13 0.13 0.13 -0.13 -0.14 0.10 -0.59 0.13 0.07 0.14 0.14 0.14 0.13 -0.13 -0.12 0.11 -0.61 0.15 0.06 0.14 0.13 0.14 0.14 -0.14 -0.15 0.08 -0.53 0.16 0.05 0.13 0.13 0.13 0.13 -0.08 -0.26 0.00 -0.50 0.10 0.02 -0.05 0.08 0.08 0.07 0.13 0.12 0.10 0.09 0.09 -0.09 -0.18